Entry 1:
12
Properties=species:S:1:pos:R:3:forces:R:3 method="wB97M-V/def2-TZVPD" e_above_lowest_kj_mol=41.0 largest_force_ev_per_a=3.43 smiles=O.O.O.O total_energy_ev=-8320.25156 charge=0 gap_ev=12.238
H 1.86549 -0.36249 -2.34329 -0.26 0.41 0.92
H 0.44419 -0.08535 -1.80431 0.56 -0.04 0.54
H 1.38994 0.09583 0.46493 0.13 -0.19 -0.05
H 1.34818 -1.28432 0.99772 0.18 -3.08 -1.00
H -0.54285 -0.10960 1.67146 -0.05 -0.07 0.07
H -1.94258 0.10269 2.38304 0.47 -0.09 -0.60
H -1.71058 0.35202 -0.34279 0.09 -0.18 0.31
H -0.76157 1.27714 -1.08203 0.12 0.63 0.14
O 1.39645 -0.01989 -1.55034 -0.25 -0.47 -1.41
O 1.30309 -0.42035 1.28054 -0.33 3.24 1.08
O -1.50464 -0.03679 1.52421 -0.42 0.13 0.54
O -1.28514 0.49111 -1.19916 -0.23 -0.29 -0.54


Entry 2:
45
Properties=species:S:1:pos:R:3:forces:R:3 method="wB97M-V/def2-TZVPD" e_above_lowest_kj_mol=147.4 largest_force_ev_per_a=2.52 smiles=CC(C)Nc1nnc(-c2ccc3[nH]cc(-c4nnc(C5CC5)[nH]4)c3c2)o1 total_energy_ev=-31451.12955 charge=0 gap_ev=8.085
N -0.62197 3.95288 0.52881 -0.80 -2.24 0.25
N -2.34648 -3.73620 -2.10385 0.34 -0.33 -0.51
N 0.40651 4.05569 1.42760 1.45 -0.65 0.74
N -1.30085 -4.60639 -1.77025 -0.13 0.79 0.02
O 0.03443 1.90578 1.10573 -0.46 -0.47 -0.10
C -0.85717 2.66264 0.41206 -0.43 1.75 -1.40
C -2.01795 -2.50147 -1.77648 -0.15 -2.48 0.13
C 0.77905 2.82647 1.70933 1.87 0.94 1.41
C -0.36282 -3.88746 -1.20452 -1.09 0.36 0.52
C -2.79153 -1.34374 -2.16644 -0.13 1.36 0.34
C -3.81302 -1.32389 -3.08804 0.53 0.01 0.33
C -2.68264 2.79153 -1.31154 -0.52 0.21 0.55
C -1.76040 0.62985 -0.74035 -0.17 0.70 -0.36
C -3.56058 2.19470 -2.21933 0.06 1.49 -0.14
C -1.79448 2.03207 -0.52485 0.03 -1.82 -0.51
C -2.60455 0.03965 -1.70587 0.18 -0.64 0.38
C -3.53323 0.82224 -2.41285 0.49 -0.04 -0.02
N -0.83314 -2.59408 -1.11254 1.50 1.36 0.22
N -4.24358 0.00108 -3.25757 -0.41 -1.01 -0.37
N 1.83518 2.36426 2.51389 -1.83 0.70 -0.35
C 3.14352 2.74053 4.58606 -0.99 1.32 0.38
C 4.09271 3.15783 2.29893 -0.10 0.13 -0.27
C 1.81527 -5.14050 -1.63686 0.70 0.26 0.46
C 1.30315 -5.75025 -0.33975 -0.57 0.31 -0.19
C 0.98328 -4.28680 -0.68788 -0.54 -0.25 -0.03
C 2.84377 3.21755 3.16771 0.11 0.28 -0.43
H -4.20925 -2.24055 -3.56873 0.10 1.18 0.08
H -2.74154 3.86611 -1.07707 0.05 -0.56 -0.49
H -1.05590 0.00646 -0.19951 -0.11 0.22 0.10
H -4.21160 2.86675 -2.80508 0.23 -0.57 0.38
H -0.30599 -1.81925 -0.72432 -0.13 -0.30 -0.28
H -4.90214 0.30573 -3.97623 0.45 -0.21 0.65
H 1.96128 1.36128 2.57065 -0.15 0.32 -0.08
H 2.25658 2.91790 5.22858 0.45 -0.46 -0.31
H 3.96823 3.27814 5.06671 -0.05 0.11 -0.40
H 3.42682 1.72159 4.55558 0.11 -1.27 0.19
H 4.74905 3.97663 2.56494 0.45 0.00 0.01
H 3.81289 3.25925 1.24690 0.07 0.15 0.11
H 4.60149 2.19031 2.39887 0.00 0.22 0.13
H 1.26153 -5.45435 -2.53231 0.45 0.24 0.39
H 2.89758 -4.86615 -1.77045 -1.27 -0.55 0.18
H 0.46662 -6.49852 -0.39270 1.03 0.93 0.02
H 1.99028 -5.83275 0.51647 -0.36 -0.19 -0.62
H 1.44158 -3.52700 -0.02183 -0.12 -0.58 -0.76
H 2.48002 4.26442 3.22838 -0.09 -0.72 -0.35